DFT (ωB97M-V with the def2-TZVPD basis set) results for a 10-piece molecular cluster, C40H66ClN9O5 overall in a non-equilibrium geometry.

Cartesian coordinates (Å):
C: -4.28 -4.72 1.41
C: -3.87 -4.15 2.83
N: -2.75 -3.03 2.84
C: -3.18 -1.87 1.97
C: -2.63 -2.49 4.33
C: -2.14 -3.55 5.35
C: -1.37 -3.65 2.35
C: -0.24 -2.61 2.27
O: 0.42 -2.34 3.50
C: 1.51 -1.56 3.47
H: -4.67 -4.03 0.66
H: -5.04 -5.50 1.49
H: -3.41 -5.11 0.89
H: -3.47 -4.99 3.41
H: -4.70 -3.84 3.46
H: -2.96 -2.12 0.93
H: -2.67 -0.95 2.24
H: -4.24 -1.84 2.24
H: -3.58 -2.02 4.58
H: -1.90 -1.67 4.32
H: -2.89 -4.32 5.53
H: -2.12 -2.96 6.27
H: -1.12 -3.93 5.32
H: -1.56 -3.97 1.33
H: -1.11 -4.40 3.10
H: -0.54 -1.67 1.80
H: 0.58 -3.01 1.67
H: 1.52 -0.70 2.80
H: 2.49 -2.04 3.39
H: 1.50 -1.05 4.43
Cl: -0.10 0.68 -0.61
O: -1.07 0.56 0.40
O: -0.77 1.17 -1.80
O: 0.94 1.62 -0.25
O: 0.44 -0.59 -0.88
C: 4.63 4.75 0.33
C: 3.34 3.97 0.49
C: 2.13 4.88 0.71
C: 2.13 5.74 1.96
N: 2.16 6.48 2.89
H: 4.44 5.36 -0.55
H: 5.48 4.12 0.07
H: 4.98 5.37 1.16
H: 3.46 3.29 1.34
H: 3.10 3.40 -0.40
H: 1.18 4.33 0.67
H: 2.12 5.62 -0.08
C: 3.25 -6.09 -0.79
C: 2.86 -4.60 -0.76
C: 1.36 -4.26 -1.19
C: 0.89 -4.66 -2.57
N: 0.52 -5.05 -3.59
H: 2.31 -6.65 -0.78
H: 3.82 -6.35 0.10
H: 3.75 -6.41 -1.70
H: 3.64 -4.23 -1.43
H: 2.94 -4.25 0.27
H: 1.14 -3.20 -1.11
H: 0.67 -4.55 -0.40
C: -2.74 -3.42 -4.81
C: -3.23 -2.12 -4.26
C: -2.24 -1.61 -3.12
C: -2.06 -2.51 -2.02
N: -1.88 -3.34 -1.18
H: -2.68 -4.24 -4.09
H: -1.73 -3.25 -5.18
H: -3.39 -3.76 -5.61
H: -4.26 -2.26 -3.94
H: -3.25 -1.40 -5.08
H: -2.68 -0.69 -2.72
H: -1.22 -1.43 -3.46
N: -1.16 4.58 1.66
C: -1.92 5.60 2.11
C: -2.81 5.98 1.17
C: -2.68 5.11 0.12
C: -1.59 4.28 0.41
H: -0.45 4.09 2.17
H: -1.82 6.04 3.09
H: -3.47 6.83 1.18
H: -3.28 5.10 -0.78
H: -1.21 3.42 -0.12
N: -0.89 2.46 3.49
C: -0.75 3.46 4.44
C: 0.60 3.70 4.54
C: 1.34 2.81 3.77
C: 0.38 2.04 3.13
H: -1.75 2.13 3.06
H: -1.66 3.83 4.87
H: 1.05 4.49 5.13
H: 2.39 2.71 3.55
H: 0.38 1.30 2.34
N: 1.76 2.70 -3.55
C: 2.28 3.89 -3.14
C: 3.19 4.30 -4.10
C: 3.27 3.30 -5.02
C: 2.35 2.31 -4.72
H: 0.98 2.27 -3.09
H: 1.79 4.39 -2.32
H: 3.64 5.28 -4.07
H: 3.82 3.41 -5.94
H: 2.03 1.39 -5.18
N: -3.59 1.27 -6.57
C: -2.55 1.21 -7.45
C: -1.39 0.99 -6.74
C: -1.77 0.87 -5.41
C: -3.16 1.09 -5.32
H: -4.58 1.36 -6.79
H: -2.83 1.35 -8.49
H: -0.41 0.96 -7.19
H: -1.10 0.70 -4.58
H: -3.89 1.10 -4.52
N: 3.57 0.43 1.59
C: 4.32 0.31 2.76
C: 5.15 -0.86 2.69
C: 4.85 -1.49 1.50
C: 3.95 -0.62 0.85
H: 2.96 1.18 1.26
H: 4.22 1.05 3.54
H: 5.78 -1.31 3.44
H: 5.18 -2.45 1.13
H: 3.50 -0.69 -0.13

Values from the calculation:
Lowest unoccupied orbital energy (spin up / spin down)   2.14 / 2.13 eV
Largest force on an atom   0.1078 Eh/bohr
Charge   -1
2S+1   2

These are the Löwdin partial charges, in e, on atoms 1 to 99: atom 1 (C): -0.12, atom 2 (C): -0.25, atom 3 (N): -0.23, atom 4 (C): -0.04, atom 5 (C): -0.20, atom 6 (C): -0.15, atom 7 (C): -0.05, atom 8 (C): -0.16, atom 9 (O): -0.19, atom 10 (C): -0.16, atom 11 (H): 0.05, atom 12 (H): 0.05, atom 13 (H): 0.05, atom 14 (H): 0.07, atom 15 (H): 0.03, atom 16 (H): 0.08, atom 17 (H): 0.08, atom 18 (H): 0.06, atom 19 (H): 0.05, atom 20 (H): 0.10, atom 21 (H): 0.04, atom 22 (H): 0.06, atom 23 (H): 0.07, atom 24 (H): 0.09, atom 25 (H): 0.11, atom 26 (H): 0.11, atom 27 (H): 0.12, atom 28 (H): 0.07, atom 29 (H): 0.09, atom 30 (H): 0.10, atom 31 (Cl): 0.58, atom 32 (O): -0.36, atom 33 (O): -0.38, atom 34 (O): -0.37, atom 35 (O): -0.35, atom 36 (C): -0.10, atom 37 (C): -0.27, atom 38 (C): -0.18, atom 39 (C): -0.19, atom 40 (N): 0.12, atom 41 (H): 0.07, atom 42 (H): 0.07, atom 43 (H): 0.08, atom 44 (H): 0.08, atom 45 (H): 0.09, atom 46 (H): 0.08, atom 47 (H): 0.11, atom 48 (C): -0.12, atom 49 (C): -0.23, atom 50 (C): -0.17, atom 51 (C): -0.22, atom 52 (N): 0.13, atom 53 (H): 0.07, atom 54 (H): 0.07, atom 55 (H): 0.07, atom 56 (H): 0.10, atom 57 (H): 0.09, atom 58 (H): 0.08, atom 59 (H): 0.09, atom 60 (C): -0.13, atom 61 (C): -0.23, atom 62 (C): -0.17, atom 63 (C): -0.20, atom 64 (N): 0.18, atom 65 (H): 0.07, atom 66 (H): 0.08, atom 67 (H): 0.07, atom 68 (H): 0.11, atom 69 (H): 0.08, atom 70 (H): 0.11, atom 71 (H): 0.12, atom 72 (N): 0.03, atom 73 (C): -0.17, atom 74 (C): -0.15, atom 75 (C): -0.11, atom 76 (C): -0.11, atom 77 (H): 0.09, atom 78 (H): 0.11, atom 79 (H): 0.09, atom 80 (H): 0.09, atom 81 (H): 0.09, atom 82 (N): 0.01, atom 83 (C): -0.14, atom 84 (C): -0.14, atom 85 (C): -0.10, atom 86 (C): -0.14, atom 87 (H): 0.14, atom 88 (H): 0.11, atom 89 (H): 0.09, atom 90 (H): 0.08, atom 91 (H): 0.08, atom 92 (N): 0.03, atom 93 (C): -0.14, atom 94 (C): -0.13, atom 95 (C): -0.15, atom 96 (C): -0.12, atom 97 (H): 0.11, atom 98 (H): 0.10, atom 99 (H): 0.09


DFT (ωB97M-V with the def2-TZVPD basis set) results for C40H67Ge2IN7OPSTeTi as an isolated structure in a non-equilibrium geometry.

Cartesian coordinates (Å):
Ti: -0.91 -0.67 -0.43
C: 3.03 -2.34 -5.45
N: 2.19 -2.45 -4.21
C: 2.55 -1.77 -3.03
C: 1.71 -2.18 -2.07
N: 0.87 -3.11 -2.63
C: 1.17 -3.28 -3.97
S: 0.38 -4.32 -5.10
C: -0.18 -3.75 -1.85
C: -0.62 -5.01 -2.18
C: -1.59 -5.53 -1.39
C: -2.02 -4.85 -0.24
C: -1.54 -3.57 -0.05
N: -0.60 -2.98 -0.84
H: 2.36 -2.08 -6.24
H: 3.48 -3.33 -5.60
H: 3.77 -1.55 -5.30
H: 3.46 -1.12 -3.01
H: 1.72 -1.96 -1.03
H: -0.07 -5.49 -2.97
H: -2.11 -6.48 -1.62
H: -2.78 -5.28 0.42
H: -1.91 -2.95 0.79
C: -6.73 0.17 -1.94
C: -5.63 -0.86 -2.14
Ge: -3.75 -0.21 -1.96
C: -2.68 -1.54 -2.99
C: -1.30 -1.00 -3.47
C: -3.53 1.46 -2.97
C: -2.35 2.07 -2.85
Ge: -1.07 1.81 -1.30
C: 0.81 2.21 -1.85
C: 1.15 3.62 -2.50
C: -1.60 3.02 0.23
C: -0.93 4.37 0.10
C: -1.91 3.19 -3.78
C: -1.46 2.89 -5.06
C: -0.93 3.89 -5.86
C: -0.88 5.21 -5.37
C: -1.38 5.51 -4.12
C: -1.88 4.49 -3.35
H: -7.71 -0.25 -2.26
H: -6.59 1.01 -2.56
H: -6.79 0.62 -0.89
H: -5.62 -1.36 -3.10
H: -5.64 -1.63 -1.40
H: -3.20 -1.91 -3.83
H: -2.54 -2.43 -2.37
H: -1.52 -0.04 -3.91
H: -0.99 -1.75 -4.13
H: -0.60 -0.74 -2.68
H: -4.29 1.82 -3.69
H: 1.05 1.50 -2.69
H: 1.43 1.93 -1.02
H: 0.82 3.57 -3.50
H: 2.22 3.72 -2.33
H: 0.59 4.42 -1.98
H: -1.31 2.35 1.08
H: -2.70 3.14 0.29
H: 0.04 4.34 -0.24
H: -0.93 4.85 1.11
H: -1.49 5.05 -0.45
H: -1.53 1.86 -5.42
H: -0.54 3.76 -6.85
H: -0.39 5.96 -5.98
H: -1.39 6.45 -3.62
H: -2.37 4.72 -2.42
O: -3.83 -3.00 2.83
H: -4.54 -2.96 3.47
H: -3.16 -3.64 3.22
I: -1.62 -5.48 3.30
Te: -3.32 -0.18 0.62
N: 0.37 -0.15 0.60
P: 0.94 -0.05 2.12
N: 0.69 1.39 2.83
C: -0.16 1.87 3.89
C: 0.63 2.87 4.74
C: 1.42 3.91 3.93
C: 2.31 3.15 2.98
C: 1.37 2.39 2.07
N: 0.39 -1.29 3.04
C: 0.94 -2.58 2.69
C: 1.51 -3.32 3.93
C: 1.01 -2.76 5.23
C: -0.43 -2.21 5.18
C: -0.83 -1.55 3.87
N: 2.60 -0.12 2.15
C: 3.27 -0.45 0.94
C: 4.74 -0.15 1.01
C: 5.40 -0.54 2.36
C: 4.65 0.13 3.46
C: 3.18 -0.37 3.49
H: -0.36 1.03 4.53
H: -1.15 2.27 3.54
H: 1.35 2.28 5.34
H: -0.01 3.42 5.40
H: 1.94 4.55 4.63
H: 0.68 4.54 3.38
H: 2.92 2.43 3.54
H: 2.94 3.81 2.38
H: 1.92 1.89 1.29
H: 0.62 3.03 1.59
H: 1.69 -2.51 1.91
H: 0.11 -3.26 2.37
H: 2.62 -3.24 3.89
H: 1.24 -4.30 3.73
H: 1.73 -2.06 5.56
H: 0.99 -3.53 6.01
H: -0.60 -1.50 5.93
H: -1.12 -2.99 5.43
H: -1.35 -0.63 4.09
H: -1.50 -2.20 3.31
H: 2.73 0.14 0.15
H: 3.15 -1.53 0.78
H: 5.04 0.84 0.78
H: 5.20 -0.78 0.28
H: 6.54 -0.16 2.27
H: 5.42 -1.63 2.54
H: 4.58 1.22 3.16
H: 5.15 0.06 4.36
H: 2.51 0.16 4.14
H: 3.21 -1.45 3.75

Values from the calculation:
Lowest unoccupied orbital energy (spin up / spin down)   -0.24 / -0.24 eV
Largest force on an atom   0.0666 Eh/bohr
Energy relative to the best compared isomer or geometry (same formula, charge and spin)   0.00 kcal/mol
Charge   0
2S+1   1

These are the Löwdin partial charges, in e, on atoms 1 to 99: atom 1 (Ti): 0.30, atom 2 (C): 0.00, atom 3 (N): -0.11, atom 4 (C): -0.03, atom 5 (C): -0.08, atom 6 (N): 0.00, atom 7 (C): -0.74, atom 8 (S): 0.57, atom 9 (C): -0.25, atom 10 (C): -0.03, atom 11 (C): -0.02, atom 12 (C): -0.07, atom 13 (C): -0.16, atom 14 (N): 0.05, atom 15 (H): 0.07, atom 16 (H): 0.10, atom 17 (H): 0.09, atom 18 (H): 0.14, atom 19 (H): 0.08, atom 20 (H): 0.05, atom 21 (H): 0.13, atom 22 (H): 0.07, atom 23 (H): 0.06, atom 24 (C): -0.18, atom 25 (C): -0.39, atom 26 (Ge): 0.58, atom 27 (C): -0.32, atom 28 (C): -0.15, atom 29 (C): -0.21, atom 30 (C): -0.38, atom 31 (Ge): 0.85, atom 32 (C): -0.34, atom 33 (C): -0.13, atom 34 (C): -0.37, atom 35 (C): -0.19, atom 36 (C): -0.27, atom 37 (C): -0.05, atom 38 (C): -0.07, atom 39 (C): -0.09, atom 40 (C): -0.09, atom 41 (C): -0.08, atom 42 (H): 0.08, atom 43 (H): 0.02, atom 44 (H): 0.10, atom 45 (H): 0.06, atom 46 (H): 0.03, atom 47 (H): 0.06, atom 48 (H): 0.04, atom 49 (H): 0.05, atom 50 (H): 0.04, atom 51 (H): 0.00, atom 52 (H): 0.08, atom 53 (H): 0.06, atom 54 (H): 0.00, atom 55 (H): 0.03, atom 56 (H): 0.07, atom 57 (H): 0.04, atom 58 (H): 0.01, atom 59 (H): 0.06, atom 60 (H): 0.02, atom 61 (H): 0.08, atom 62 (H): 0.04, atom 63 (H): 0.11, atom 64 (H): 0.10, atom 65 (H): 0.10, atom 66 (H): 0.10, atom 67 (H): 0.11, atom 68 (O): -0.22, atom 69 (H): 0.01, atom 70 (H): -0.17, atom 71 (I): -0.05, atom 72 (Te): 0.63, atom 73 (N): -0.28, atom 74 (P): 0.65, atom 75 (N): -0.20, atom 76 (C): -0.18, atom 77 (C): -0.16, atom 78 (C): -0.19, atom 79 (C): -0.16, atom 80 (C): -0.22, atom 81 (N): -0.18, atom 82 (C): -0.22, atom 83 (C): -0.20, atom 84 (C): -0.17, atom 85 (C): -0.16, atom 86 (C): -0.16, atom 87 (N): -0.21, atom 88 (C): -0.23, atom 89 (C): -0.18, atom 90 (C): -0.20, atom 91 (C): -0.19, atom 92 (C): -0.15, atom 93 (H): 0.09, atom 94 (H): 0.14, atom 95 (H): 0.12, atom 96 (H): 0.10, atom 97 (H): 0.10, atom 98 (H): 0.12, atom 99 (H): 0.09


DFT (ωB97M-V with the def2-TZVPD basis set) results for C40H68BBr19ClF13NO6S as an isolated structure in a non-equilibrium geometry.

Cartesian coordinates (Å):
C: 4.10 1.47 1.62
C: 4.30 0.02 1.09
O: 3.23 -0.33 0.25
C: 2.65 -1.60 0.48
N: 3.40 -2.83 0.21
C: 4.23 -3.30 1.34
C: 4.12 -2.80 -1.04
C: 5.41 -2.02 -1.26
O: 3.70 -3.45 -1.96
O: 1.70 -1.65 -0.54
B: 0.48 -0.86 -0.19
C: 0.51 0.74 -0.59
C: -0.13 1.62 0.50
C: -0.35 3.08 0.03
O: 0.60 3.43 -0.98
C: 1.10 4.73 -0.79
C: -0.74 -1.69 -0.90
C: -2.14 -1.51 -0.29
C: -3.03 -2.65 -0.83
Cl: -2.85 0.01 -1.01
O: 0.58 -0.87 1.30
C: 1.64 -1.68 1.74
C: 0.97 -3.08 1.85
C: 1.50 -4.00 2.98
C: 0.40 -4.87 3.61
F: -0.40 -5.29 2.61
F: -0.26 -4.10 4.50
C: 1.08 -6.10 4.29
F: 2.22 -5.70 4.88
F: 1.42 -6.95 3.31
C: 0.16 -6.78 5.37
F: -1.07 -6.77 4.85
F: 0.23 -5.98 6.44
C: 0.64 -8.22 5.68
F: 0.31 -9.03 4.67
F: 1.97 -8.28 5.75
S: -0.03 -9.00 7.27
F: -1.30 -8.07 7.27
F: 0.81 -8.02 8.17
F: 1.21 -10.02 7.31
F: -0.82 -10.12 6.45
F: -0.58 -9.68 8.59
C: 2.04 -0.94 3.04
C: 1.02 -0.99 4.16
O: 1.23 -1.58 5.18
Br: -0.69 -0.04 4.03
H: 3.14 1.89 1.30
H: 4.26 1.50 2.70
H: 4.87 2.12 1.17
H: 5.29 -0.02 0.61
H: 4.37 -0.60 1.99
H: 4.07 -4.37 1.50
H: 5.29 -3.20 1.10
H: 4.06 -2.76 2.27
H: 6.12 -2.06 -0.44
H: 5.85 -2.30 -2.21
H: 5.11 -0.97 -1.38
H: -0.06 0.93 -1.52
H: 1.52 1.14 -0.74
H: 0.54 1.72 1.37
H: -1.09 1.21 0.81
H: -0.14 3.73 0.89
H: -1.40 3.29 -0.26
H: 1.58 4.85 0.19
H: 0.28 5.44 -0.92
H: 1.87 4.85 -1.56
H: -0.48 -2.76 -0.89
H: -0.76 -1.42 -1.96
H: -2.14 -1.49 0.80
H: -2.68 -3.63 -0.50
H: -2.91 -2.63 -1.92
H: -4.09 -2.49 -0.60
H: -0.10 -2.90 2.01
H: 1.05 -3.61 0.91
H: 2.06 -3.49 3.77
H: 2.19 -4.71 2.52
H: 2.17 0.12 2.77
H: 2.99 -1.27 3.47
Br: 3.92 1.83 -2.16
C: 3.85 3.73 -1.79
C: 5.22 4.35 -1.80
Br: 6.21 3.95 -0.16
H: 3.33 3.85 -0.84
H: 3.24 4.15 -2.59
H: 5.15 5.44 -1.82
H: 5.84 4.01 -2.62
Br: -2.40 1.09 -4.60
C: -4.10 1.63 -5.39
C: -4.90 2.48 -4.45
Br: -5.74 1.40 -3.06
H: -4.62 0.72 -5.69
H: -3.83 2.19 -6.28
H: -5.73 2.96 -4.97
H: -4.31 3.24 -3.94
Br: 1.97 7.22 3.91
C: 3.75 7.62 3.26
C: 3.91 7.25 1.80
Br: 4.12 5.30 1.59
H: 4.45 7.11 3.91
H: 3.87 8.70 3.39
H: 4.82 7.69 1.39
H: 3.06 7.55 1.21
Br: 2.97 2.59 8.31
C: 2.72 1.07 7.12
C: 3.96 0.79 6.31
Br: 4.18 2.07 4.85
H: 1.86 1.30 6.50
H: 2.49 0.23 7.77
H: 3.89 -0.18 5.83
H: 4.87 0.83 6.90
Br: -4.44 0.33 -10.02
C: -4.20 2.24 -9.80
C: -2.75 2.63 -9.90
Br: -1.78 2.19 -8.27
H: -4.65 2.51 -8.85
H: -4.77 2.70 -10.60
H: -2.65 3.71 -10.00
H: -2.23 2.15 -10.72
Br: -6.04 1.25 2.78
C: -7.25 1.55 1.29
C: -7.95 0.28 0.87
Br: -6.76 -0.88 -0.14
H: -6.66 1.98 0.48
H: -7.97 2.28 1.65
H: -8.78 0.50 0.20
H: -8.31 -0.30 1.72
Br: 4.02 6.59 -0.71
C: 4.00 8.00 -2.08
C: 2.94 7.75 -3.12
Br: 3.49 6.36 -4.37
H: 5.01 8.05 -2.50
H: 3.79 8.92 -1.54
H: 2.78 8.63 -3.73
H: 2.00 7.43 -2.69
Br: -2.93 -4.62 -5.88
C: -2.64 -2.71 -5.59
C: -1.18 -2.35 -5.70
Br: -0.19 -2.88 -4.11
H: -3.06 -2.47 -4.62
H: -3.22 -2.21 -6.37
H: -1.07 -1.27 -5.76
H: -0.69 -2.82 -6.55
Br: -10.75 0.70 -2.33
C: -10.80 -1.02 -3.24
C: -9.52 -1.78 -3.04
Br: -8.08 -1.08 -4.13
H: -11.00 -0.81 -4.29
H: -11.64 -1.55 -2.80
H: -9.64 -2.82 -3.35
H: -9.17 -1.76 -2.01

Values from the calculation:
Lowest unoccupied orbital energy   1.38 eV
Largest force on an atom   0.0827 Eh/bohr
Charge   -1
2S+1   1

These are the Löwdin partial charges, in e, on atoms 1 to 99: atom 1 (C): -0.13, atom 2 (C): -0.24, atom 3 (O): -0.06, atom 4 (C): -0.40, atom 5 (N): 0.00, atom 6 (C): -0.04, atom 7 (C): -0.41, atom 8 (C): 0.00, atom 9 (O): 0.11, atom 10 (O): 0.05, atom 11 (B): -0.79, atom 12 (C): -0.09, atom 13 (C): -0.19, atom 14 (C): -0.21, atom 15 (O): -0.20, atom 16 (C): -0.16, atom 17 (C): -0.17, atom 18 (C): -0.66, atom 19 (C): -0.15, atom 20 (Cl): 0.58, atom 21 (O): -0.06, atom 22 (C): -0.30, atom 23 (C): -0.03, atom 24 (C): -0.06, atom 25 (C): -0.44, atom 26 (F): 0.14, atom 27 (F): 0.13, atom 28 (C): -0.36, atom 29 (F): 0.15, atom 30 (F): 0.15, atom 31 (C): -0.38, atom 32 (F): 0.17, atom 33 (F): 0.16, atom 34 (C): -0.43, atom 35 (F): 0.15, atom 36 (F): 0.15, atom 37 (S): 0.79, atom 38 (F): -0.11, atom 39 (F): -0.12, atom 40 (F): -0.14, atom 41 (F): -0.14, atom 42 (F): -0.12, atom 43 (C): -0.09, atom 44 (C): -0.75, atom 45 (O): -0.01, atom 46 (Br): 0.74, atom 47 (H): 0.08, atom 48 (H): -0.10, atom 49 (H): -0.02, atom 50 (H): 0.10, atom 51 (H): 0.10, atom 52 (H): 0.08, atom 53 (H): 0.08, atom 54 (H): 0.08, atom 55 (H): 0.07, atom 56 (H): 0.08, atom 57 (H): 0.05, atom 58 (H): 0.08, atom 59 (H): 0.04, atom 60 (H): 0.09, atom 61 (H): 0.08, atom 62 (H): 0.10, atom 63 (H): 0.11, atom 64 (H): 0.05, atom 65 (H): 0.10, atom 66 (H): 0.02, atom 67 (H): 0.10, atom 68 (H): 0.02, atom 69 (H): 0.10, atom 70 (H): 0.08, atom 71 (H): 0.05, atom 72 (H): 0.03, atom 73 (H): 0.13, atom 74 (H): 0.13, atom 75 (H): 0.11, atom 76 (H): 0.11, atom 77 (H): 0.12, atom 78 (H): 0.11, atom 79 (Br): 0.77, atom 80 (C): -0.76, atom 81 (C): -0.77, atom 82 (Br): 0.62, atom 83 (H): -0.01, atom 84 (H): 0.00, atom 85 (H): -0.11, atom 86 (H): 0.05, atom 87 (Br): 0.66, atom 88 (C): -0.70, atom 89 (C): -0.68, atom 90 (Br): 0.58, atom 91 (H): 0.05, atom 92 (H): -0.01, atom 93 (H): 0.05, atom 94 (H): 0.05, atom 95 (Br): 0.61, atom 96 (C): -0.69, atom 97 (C): -0.75, atom 98 (Br): 0.62, atom 99 (H): 0.05